Density functional theory data (wB97M-V/def2-TZVPD) for a cluster of 2 separate species, CHClF2O in total in a non-equilibrium geometry.

Structure (XYZ):
```
6
Properties=species:S:1:pos:R:3:forces:R:3
O 0.10097 -1.19594 -0.32018 1.28 -0.71 -0.69
C -0.84203 -0.54598 -0.12753 -1.77 -0.32 1.48
F -2.02629 -1.09468 0.24920 0.62 0.25 -0.54
Cl -0.94506 1.12581 -0.02762 -0.46 0.86 -0.29
F 1.84555 1.30010 0.33426 0.44 -2.74 -1.33
H 1.86686 0.41069 -0.10814 -0.11 2.65 1.37
```
Forces are in eV/Å.

Results
**SMILES**: O=C(F)Cl.F
**Total energy**: -21058.01186 eV
**Max |F|**: 3.08 eV Å⁻¹
**Highest occupied orbital energy**: -12.21 eV
**Charge**: 0
**LUMO level**: 0.5 eV
**Spin multiplicity**: 1
**ΔE to the lowest compared entry with this formula, charge and spin**: 40.4 kJ/mol
**HOMO-LUMO gap**: 12.7 eV

Atomic partial charges in e from the natural (NBO) method, atoms 1 to 5: -0.5208, 0.7771, -0.3190, 0.0647, -0.5740